{
  "formula": "C3H9NO2",
  "method": "ωB97M-V/def2-TZVPD",
  "largest_force_ha_per_bohr": 0.0376,
  "smiles": "CC(N)=O.CO",
  "homo_ev": -9.97,
  "orbital_gap_ev": 10.8,
  "species": ["N", "O", "H", "H", "H", "H", "H", "H", "O", "C", "C", "H", "H", "C", "H"],
  "xyz": [[1.1376, -2.3922, -1.5102], [-1.7950, 2.0423, 1.7904], [-0.1481, 2.3383, 3.0605], [1.9368, -2.9071, -1.1890], [0.0198, 0.6474, -1.6532], [-0.1642, 0.7667, 2.1013], [0.5074, -2.8325, -2.1514], [0.1287, 2.3554, 1.3671], [1.9250, -0.6352, -0.3731], [1.0456, -1.0953, -1.0691], [-0.1754, -0.3686, -1.5328], [-1.0534, -0.5130, -0.8959], [-0.5873, -0.7542, -2.4707], [-0.4263, 1.8200, 2.1404], [-2.3511, 1.5280, 2.3857]],
  "forces_ev_per_angstrom": [[0.13, 0.14, 0.26], [-0.05, -0.27, 0.30], [-0.13, -0.46, 0.32], [0.07, -0.11, -0.04], [0.30, 1.72, 0.00], [0.15, -0.07, 0.27], [-0.15, 0.14, -0.01], [0.13, -0.31, -0.06], [-0.22, 0.42, 0.17], [0.16, -1.03, -0.37], [-1.31, -1.38, -0.34], [0.45, 0.17, 0.57], [0.55, -0.04, -0.20], [-0.15, 0.97, -0.81], [0.07, 0.11, -0.05]],
  "nbo_charge": [-0.833, -0.726, 0.164, 0.400, 0.240, 0.174, 0.391, 0.184, -0.610, 0.673, -0.718, 0.243, 0.214, -0.255, 0.460]
}